Computed, not measured: a 10-piece molecular cluster, C6H29N2O9 overall, with wB97M-V/def2-TZVPD.

Calculated values
- Total charge: +1
- Gap between HOMO and LUMO: 8.31 eV
- LUMO energy: -2.58 eV

Geometry as XYZ:
```
46
Properties=species:S:1:pos:R:3:lowdin_charge:R:1
C -0.564 0.262 2.232 -0.094
C 0.905 0.217 2.556 -0.171
C 1.882 -0.095 1.472 -0.297
C 3.198 0.171 1.547 -0.064
N 3.783 0.260 0.227 0.050
C 2.786 0.194 -0.725 -0.072
C 1.609 -0.100 0.067 -0.077
N -1.074 -1.057 1.530 0.186
H -0.845 1.140 1.628 0.083
H -1.252 0.214 3.271 0.198
H 1.312 1.146 3.209 0.186
H 1.035 -0.605 3.274 0.108
H 3.771 0.597 2.418 0.143
H 4.706 0.462 0.064 0.107
H 2.924 0.110 -1.767 0.085
H 0.639 -0.193 -0.505 0.072
H -2.071 -1.047 1.706 0.091
H -1.045 -0.962 0.543 0.066
H -0.838 -2.013 1.844 0.138
H -4.633 -1.504 0.908 0.076
H -3.937 -2.416 0.146 0.089
O -3.674 -1.687 0.779 -0.077
H -3.109 2.834 1.029 0.021
H -2.023 1.901 0.926 -0.033
O -2.273 2.670 1.383 0.000
H -2.212 -2.935 -2.800 0.029
H -0.780 -2.788 -2.468 0.049
O -1.671 -2.741 -2.073 -0.028
H -1.240 3.813 -1.192 0.002
H -2.199 3.871 -2.190 0.049
O -1.889 3.250 -1.537 -0.019
H -1.238 -0.812 -2.093 0.038
H -1.976 0.445 -1.662 0.070
O -1.340 -0.204 -1.335 -0.079
H 0.463 0.010 -2.289 -0.014
H 0.135 1.558 -2.071 0.055
O 0.851 0.919 -2.338 -0.148
H 1.133 -3.306 0.480 0.064
H 1.235 -3.101 2.089 0.060
O 0.661 -3.268 1.328 -0.050
H 1.486 -0.979 -3.895 0.066
H 2.065 -1.869 -2.688 0.096
O 1.276 -1.396 -3.066 -0.055
H 1.850 3.236 -0.454 0.067
H 1.085 2.481 0.352 -0.096
O 1.093 3.318 0.143 0.030
```